# 1
# C22H36F3N3O

One molecule with the formula C22H36F3N3O (wB97M-V/def2-TZVPD, the Open Molecules 2025 dataset).

Geometry as ORCA input:
```
! wB97M-V def2-TZVPD RIJCOSX def2/J DEFGRID3
* xyz 0 1
F 4.001 2.770 -1.024
F 2.789 1.996 0.572
F 3.988 0.660 -0.612
O -4.046 3.420 0.700
N -0.305 0.355 1.358
N -0.128 0.219 4.353
N -2.286 1.102 -0.501
C 2.208 0.765 -2.762
C 0.035 -1.750 -0.832
C 1.159 0.661 -3.660
C -0.171 2.180 -2.332
C -2.578 1.922 -1.649
C 1.451 -1.330 1.236
C 0.882 -0.319 3.455
C -1.636 0.746 1.789
C -0.946 -0.798 4.984
C -3.636 2.183 1.237
C 2.260 -2.860 -0.566
C 0.919 -3.242 -2.646
C 0.880 2.278 -1.430
C 3.196 1.741 -0.685
C -0.015 1.360 -3.446
C 0.311 -0.744 2.084
C -0.330 -2.754 -1.920
C -2.227 1.752 0.794
C 2.057 1.576 -1.646
C 1.888 -3.868 -1.649
C 1.021 -2.345 0.172
C -1.457 2.903 -2.087
H -0.868 -1.435 -0.310
H 0.487 -0.868 -1.290
H -0.824 1.276 -4.157
H -1.789 3.400 -3.000
H -1.018 -2.289 -2.630
H -1.619 -0.320 5.694
H 1.973 -0.506 0.750
H 1.403 -2.397 -3.139
H 1.262 0.033 -4.531
H 0.317 1.158 1.399
H 1.625 0.464 3.276
H 1.418 -4.740 -1.187
H 2.778 -2.013 -1.023
H -0.841 -3.608 -1.471
H -1.546 -1.298 4.225
H 2.948 -3.322 0.146
H -1.648 1.173 2.801
H -3.678 2.216 2.334
H 2.789 -4.207 -2.163
H 3.129 0.225 -2.920
H 0.538 -3.192 0.673
H -1.317 3.663 -1.317
H 0.648 -3.971 -3.413
H -1.422 0.586 -0.636
H 2.167 -1.823 1.898
H -4.360 1.450 0.879
H -2.264 -0.148 1.781
H 0.333 0.763 5.077
H -3.481 2.497 -1.439
H -3.434 4.102 0.998
H -0.355 -1.561 5.514
H 1.401 -1.184 3.905
H -0.456 -1.510 2.233
H -2.787 1.241 -2.479
H -1.581 2.653 0.791
H 0.790 2.910 -0.559
*
```

Values from the calculation:
HOMO level = -8.2 eV
SMILES = CNC[C@H](CC1CCCCC1)NC[C@H](CO)NCCc1cccc(C(F)(F)F)c1
M = 415.5 g/mol
Kohn-Sham gap = 8.91 eV
Calculated total energy = -38069.605 eV

# 2
# C22H36F3NO17S3

C22H36F3NO17S3 as an isolated structure in a non-equilibrium geometry (wB97M-V/def2-TZVPD, the Open Molecules 2025 dataset).

Geometry as ORCA input:
```
! wB97M-V def2-TZVPD RIJCOSX def2/J DEFGRID3
* xyz 0 1
S 14.549 -1.354 -5.307
S 9.309 -4.095 -5.606
S 10.420 -0.278 -3.209
F 8.178 0.945 -2.767
F 7.461 -2.618 -6.057
F 8.843 3.710 -5.169
O 11.260 -0.774 -2.101
O 15.784 -1.581 -4.548
O 6.588 0.032 -1.619
O 14.908 4.911 -1.220
O 9.935 -0.602 -6.241
O 8.019 -4.776 -5.694
O 10.961 6.288 -4.870
O 10.162 5.076 -6.520
O 6.303 -1.069 -3.498
O 10.004 -3.799 -6.858
O 8.907 1.416 -5.526
O 4.527 0.032 -2.570
O 7.702 -0.387 -6.191
O 13.290 -1.818 -4.820
O 11.633 6.751 -7.029
O 9.148 -0.940 -3.610
O 16.048 3.336 -2.218
N 15.020 3.836 -1.804
C 14.507 0.474 -5.641
C 11.609 -0.086 -4.605
C 11.510 2.216 -3.637
C 10.050 4.201 -5.368
C 10.267 5.255 -4.180
C 7.907 -1.588 -6.871
C 10.431 -2.619 -3.664
C 7.884 -0.231 -2.219
C 7.650 -1.354 -3.262
C 14.578 -1.740 -7.173
C 8.885 0.215 -5.938
C 9.180 -2.743 -4.500
C 13.783 3.081 -2.029
C 10.366 -5.034 -4.442
C 10.994 6.080 -6.223
C 11.900 1.420 -4.906
C 10.226 1.574 -3.042
C 9.421 -1.554 -7.150
C 10.734 -4.075 -3.290
C 5.715 -0.281 -2.510
C 14.045 0.664 -7.110
C 14.750 -0.361 -7.956
H 9.459 1.786 -3.788
H 14.365 -0.453 -8.971
H 15.199 -2.613 -7.373
H 8.640 -0.549 -1.501
H 9.957 -2.495 -7.028
H 14.207 1.706 -7.388
H 10.261 -1.916 -2.848
H 8.792 -1.887 -5.053
H 9.955 1.824 -2.016
H 11.173 -0.536 -5.497
H 10.064 -4.340 -2.473
H 14.196 2.083 -1.883
H 11.127 -5.565 -5.013
H 8.182 -1.258 -4.209
H 9.667 -1.077 -8.099
H 12.888 1.474 -5.362
H 12.967 3.528 -1.461
H 13.575 -2.079 -7.431
H 15.791 -0.182 -8.227
H 12.970 0.488 -7.155
H 11.801 -4.123 -3.071
H 14.103 1.011 -4.783
H 11.240 -2.260 -4.301
H 10.866 4.822 -3.379
H 11.291 1.667 -5.775
H 7.369 -1.683 -7.814
H 15.550 0.779 -5.724
H 9.716 -5.738 -3.923
H 9.403 5.670 -3.662
H 12.541 -0.607 -4.383
H 8.388 -2.881 -3.763
H 13.536 3.070 -3.090
H 10.788 3.399 -5.334
H 7.558 -2.334 -2.795
H 12.202 2.099 -2.803
H 11.506 3.278 -3.883
*
```

Values from the calculation:
HOMO level = -8.8 eV
M = 739.7 g/mol
Kohn-Sham gap = 8.57 eV
Energy above the lowest of the compared OMol25 structures with the same formula, charge and spin = 554.3 kcal/mol
Calculated total energy = -100326.824 eV

# 3
# C22H36F9N4O3

A 3-piece molecular cluster, C22H36F9N4O3 overall in a non-equilibrium geometry (wB97M-V/def2-TZVPD, the Open Molecules 2025 dataset).

Geometry as ORCA input:
```
! wB97M-V def2-TZVPD RIJCOSX def2/J DEFGRID3
* xyz 1 1
F -1.569 -2.215 -2.571
F -2.794 0.774 -3.976
F -4.882 -0.882 -2.857
F -0.546 -0.368 -2.890
F -1.123 0.468 -0.752
F -3.980 -2.553 -3.895
F -3.181 0.589 -1.282
F -4.624 -0.841 -4.978
F -2.009 -0.969 -4.881
O 1.861 1.050 2.058
O 5.723 -0.109 -0.771
O -4.889 1.791 1.208
N -3.208 2.463 2.603
N -3.595 -3.177 -0.882
N -2.456 -1.201 -0.117
N -4.804 -1.485 0.101
C -4.052 -1.234 -3.846
C -2.152 -0.273 -1.184
C -3.674 3.579 0.315
C -2.096 1.467 2.435
C -1.676 -1.066 2.881
C -1.266 -1.917 0.434
C -3.596 -1.984 -0.335
C -3.982 2.535 1.403
C 7.007 0.348 -0.322
C -2.668 -0.530 -3.792
C 7.041 0.382 -2.680
C -0.676 -1.267 1.713
C 7.964 0.183 -1.489
C 3.738 2.494 2.190
C 3.227 2.487 0.758
C -1.699 -3.351 0.776
C 2.542 1.945 2.951
C -1.747 -0.884 -2.580
C 2.382 1.228 0.731
C -2.466 -4.031 -0.357
C -2.705 0.075 2.685
C 5.759 -0.274 -2.195
H 2.829 1.409 3.857
H -2.318 -3.428 1.685
H -0.247 -0.276 1.498
H 7.417 -0.053 -3.606
H 4.587 1.812 2.284
H 8.371 -0.832 -1.499
H 4.018 2.483 0.009
H -3.075 4.426 0.682
H 6.909 1.402 -0.035
H -0.450 -2.016 -0.303
H 7.310 -0.223 0.556
H 2.597 3.365 0.585
H -2.235 -1.970 3.170
H -2.930 -4.947 0.038
H 8.798 0.883 -1.457
H -1.267 1.697 3.121
H 0.171 -1.884 2.054
H 5.755 -1.347 -2.411
H 4.050 3.477 2.541
H -3.273 0.150 3.627
H 2.988 0.349 0.486
H -4.637 3.929 -0.076
H 1.845 2.744 3.226
H 4.866 0.173 -2.636
H -0.796 -3.946 0.973
H -5.416 -0.911 -0.461
H -3.133 3.110 -0.519
H -2.739 3.369 2.648
H -1.072 -0.793 3.763
H -1.702 1.595 1.410
H 6.876 1.449 -2.848
H -3.445 -0.119 1.899
H -1.827 -4.344 -1.195
H -5.002 -1.654 1.080
H -4.507 -3.616 -0.773
H 1.556 1.291 0.019
*
```

Values from the calculation:
HOMO level = -11.2 eV
M = 575.5 g/mol
Kohn-Sham gap = 6.38 eV
Calculated total energy = -59950.392 eV

# 4
# C22H36HgN4O2S2Se3Te

C22H36HgN4O2S2Se3Te as an isolated structure (wB97M-V/def2-TZVPD, the Open Molecules 2025 dataset).

Geometry as ORCA input:
```
! wB97M-V def2-TZVPD RIJCOSX def2/J DEFGRID3
* xyz -1 2
Hg 0.207 0.154 -0.508
Te 1.060 0.848 -4.298
Se -0.811 0.012 -2.804
Se 4.310 0.725 -2.086
Se 3.107 -0.456 -3.704
S -2.908 2.310 0.889
S -3.397 -2.877 -1.460
O -2.611 -2.653 -0.215
O -1.674 1.419 0.645
N -0.458 -0.770 1.679
N 1.967 0.811 1.665
N 1.300 2.495 -0.620
N 2.084 -1.329 -0.306
C 2.527 2.147 1.457
C 2.593 -1.558 1.045
C -7.051 -4.651 -1.443
C -5.937 -3.939 -1.853
C 0.244 -0.472 2.925
C 1.585 3.070 0.691
C -7.138 -5.118 -0.136
C -4.991 -4.147 0.357
C -6.112 -4.864 0.760
C -3.422 2.174 2.497
C -3.555 3.381 3.257
C -3.981 0.929 4.520
C -4.917 -3.681 -0.943
C -3.916 3.351 4.573
C -4.148 1.471 -0.158
C -4.157 2.117 5.241
C 2.974 -0.241 1.735
C -5.133 -0.617 -1.133
C -4.540 0.027 0.134
C 1.039 0.815 2.789
C -3.616 0.923 3.193
C -4.105 -1.299 -2.026
H -4.503 -1.555 -3.012
H 1.829 -2.093 1.606
H 1.850 -2.205 -0.759
H -3.720 1.559 -1.163
H -4.133 -0.023 5.021
H -4.014 4.284 5.117
H -5.866 -3.578 -2.872
H 0.904 -1.303 3.181
H -5.615 0.169 -1.724
H -3.362 4.328 2.764
H 2.164 2.326 -1.142
H -4.177 -3.928 1.036
H 2.064 4.053 0.616
H -0.774 -1.729 1.620
H -8.007 -5.681 0.180
H 0.640 3.198 1.224
H -3.460 -0.020 2.684
H -0.448 -0.343 3.765
H 3.436 2.046 0.861
H -3.681 -0.548 0.480
H -5.919 -1.329 -0.876
H 3.239 -0.462 2.782
H 2.802 2.615 2.416
H -5.023 2.122 -0.096
H 2.799 -0.875 -0.883
H 0.328 1.629 2.638
H -5.284 0.015 0.931
H -7.854 -4.843 -2.143
H 3.876 0.123 1.242
H -3.223 -0.671 -2.187
H 0.707 3.093 -1.182
H -1.279 -0.169 1.596
H -6.179 -5.225 1.779
H 3.493 -2.185 1.030
H 1.571 1.008 3.737
H -4.445 2.096 6.283
*
```

Values from the calculation:
HOMO level (alpha / beta) = -1.6 / -4.1 eV
M = 1017.8 g/mol
<S²> = 0.7661
Kohn-Sham gap (alpha / beta) = 3.77 / 6.20 eV
Energy above the lowest of the compared OMol25 structures with the same formula, charge and spin = 0.0 kcal/mol
Calculated total energy = -262632.125 eV

# 5
# C22H36N2O10

One molecule with the formula C22H36N2O10 (wB97M-V/def2-TZVPD, the Open Molecules 2025 dataset).

Geometry as ORCA input:
```
! wB97M-V def2-TZVPD RIJCOSX def2/J DEFGRID3
* xyz 0 1
O -4.328 0.605 2.767
O 0.663 0.765 -1.194
O 4.708 2.081 -1.264
O 0.724 -1.606 1.570
O -2.948 -2.414 0.662
O 3.382 1.641 0.489
O 0.258 -1.381 -3.269
O 0.276 -0.238 3.288
O -4.671 0.120 0.601
O 2.346 0.984 -2.667
N -1.465 -0.786 0.196
N 1.144 -1.989 -1.298
C 1.636 0.335 -1.772
C 0.005 -0.808 2.124
C -0.980 -2.971 -1.965
C 3.179 -1.051 -0.316
C 1.242 2.154 -4.464
C -2.270 -1.813 -0.148
C 2.228 -1.052 -1.512
C -4.041 0.721 1.603
C 2.545 0.509 3.742
C 1.611 3.206 0.954
C 3.091 3.032 0.660
C -2.896 1.569 1.082
C 0.177 -2.034 -2.245
C -2.251 -2.175 -1.621
C -5.711 -0.811 0.923
C 1.503 -0.582 3.941
C 4.427 -0.202 -0.554
C -1.578 1.138 1.732
C -6.724 -0.824 -0.207
C 4.191 1.294 -0.517
C 1.908 2.275 -3.103
C -1.343 -0.368 1.569
H -2.109 -0.926 2.130
H 2.763 0.642 2.685
H 2.644 -0.698 0.565
H -3.130 -2.790 -1.816
H -0.860 -0.325 -0.474
H 1.211 2.683 -2.365
H 3.482 -2.084 -0.136
H 2.764 -1.342 -2.425
H 3.460 0.232 4.258
H -0.738 -3.663 -1.158
H 3.704 3.399 1.490
H 1.367 4.264 0.986
H -7.499 -1.553 0.011
H 2.183 1.450 4.149
H -0.758 1.681 1.262
H -6.236 -1.092 -1.140
H -5.239 -1.792 1.043
H 4.883 -0.438 -1.516
H 1.358 2.754 1.909
H 0.940 -2.242 -0.338
H 0.873 3.125 -4.781
H 1.860 -1.537 3.543
H -7.180 0.157 -0.321
H 1.252 -0.692 4.998
H 5.157 -0.417 0.231
H -1.600 1.370 2.796
H -1.161 -3.539 -2.879
H 3.381 3.561 -0.254
H -2.298 -1.278 -2.241
H -2.848 1.461 -0.001
H 0.413 1.453 -4.405
H -6.167 -0.514 1.873
H -3.094 2.612 1.332
H 1.024 2.727 0.174
H 2.811 2.889 -3.147
H 1.953 1.784 -5.197
*
```

Values from the calculation:
HOMO level = -9.7 eV
SMILES = CCOC(=O)CC[C@@H](NC(=O)CCC(=O)N[C@H](CCC(=O)OCC)C(=O)OCC)C(=O)OCC
M = 488.5 g/mol
Kohn-Sham gap = 10.33 eV
Energy above the lowest of the compared OMol25 structures with the same formula, charge and spin = 0.0 kcal/mol
Calculated total energy = -46856.974 eV

# 6
# C22H36N4O2SSn

C22H36N4O2SSn as an isolated structure (wB97M-V/def2-TZVPD, the Open Molecules 2025 dataset).

Geometry as ORCA input:
```
! wB97M-V def2-TZVPD RIJCOSX def2/J DEFGRID3
* xyz 0 1
Sn 1.713 -0.326 -1.596
S -1.013 -0.536 -1.639
O 3.133 0.690 1.770
O 4.418 0.033 -0.954
N -1.569 -2.314 0.280
N 1.691 -2.454 1.017
N -1.276 -0.127 0.941
N -0.465 5.781 -5.972
C 1.920 2.909 -2.950
C -4.114 0.989 1.862
C 4.357 0.055 1.481
C -3.636 0.343 3.162
C 3.261 1.906 2.469
C -3.551 -5.201 1.029
C 1.731 -1.636 0.202
C -3.088 -3.756 -1.035
C 1.516 3.691 -4.012
C -3.998 -4.025 0.163
C -1.282 -0.369 2.381
C 1.076 2.664 -1.858
C 1.519 1.802 -0.747
C -0.203 3.229 -1.888
C 0.241 4.262 -4.013
C -1.274 -1.055 -0.023
C -0.619 4.019 -2.941
C 5.123 0.411 -2.119
C -1.643 -3.420 -0.660
C -2.639 -0.802 2.954
C 5.025 0.566 0.218
C -0.159 5.100 -5.096
H -1.153 -4.281 -0.203
H 3.884 1.783 3.362
H 4.568 0.020 -2.970
H 2.173 3.862 -4.854
H 5.053 0.176 2.321
H 6.131 -0.016 -2.121
H 2.539 2.042 -0.443
H 0.865 1.882 0.121
H 2.917 2.484 -2.949
H -3.296 1.473 1.333
H -5.004 -4.224 -0.213
H -1.096 -3.147 -1.559
H -2.448 -1.278 3.918
H -0.874 3.055 -1.055
H -4.063 -3.122 0.777
H -3.475 -6.112 0.433
H -3.068 -4.634 -1.686
H -3.497 -2.922 -1.611
H -4.502 -0.056 3.694
H -1.610 4.453 -2.944
H 3.690 2.705 1.853
H -2.579 -5.018 1.492
H 6.081 0.266 0.234
H 2.256 2.198 2.773
H 4.135 -1.003 1.352
H -3.104 -1.549 2.305
H -3.181 1.103 3.802
H -1.555 -2.560 1.257
H -4.273 -5.380 1.826
H -0.515 -1.113 2.607
H -0.969 0.775 0.619
H -4.547 0.239 1.197
H 4.986 1.664 0.184
H -4.877 1.740 2.067
H -0.980 0.563 2.859
H 5.194 1.501 -2.205
*
```

Values from the calculation:
HOMO level = -7.5 eV
M = 539.3 g/mol
Kohn-Sham gap = 7.95 eV
Energy above the lowest of the compared OMol25 structures with the same formula, charge and spin = 3.0 kcal/mol
Calculated total energy = -50119.510 eV

# 7
# C22H36N5O5S3Sc

C22H36N5O5S3Sc as an isolated structure in a non-equilibrium geometry (wB97M-V/def2-TZVPD, the Open Molecules 2025 dataset).

Geometry as ORCA input:
```
! wB97M-V def2-TZVPD RIJCOSX def2/J DEFGRID3
* xyz 2 1
Sc 0.783 0.946 0.806
S 3.564 1.632 0.999
S 2.687 1.032 2.681
S 0.180 3.993 0.455
O -3.707 -0.683 -1.486
O 4.428 2.762 1.081
O 0.014 -0.988 0.963
O 4.197 0.446 0.366
O 2.316 1.947 0.146
N 1.751 -0.283 -1.224
N -1.451 1.375 0.169
N -2.387 -2.775 0.049
N 4.648 0.717 -2.483
N -0.378 1.980 2.690
C -2.516 -1.227 -1.865
C -0.408 -3.278 1.461
C 3.454 0.042 -3.112
C -1.848 2.008 2.540
C 0.052 -4.461 2.113
C 0.461 -2.159 1.333
C -1.838 2.514 -0.689
C -0.036 -2.157 -2.757
C -1.757 -3.343 1.049
C 1.354 -4.616 2.480
C -0.599 -2.668 -1.604
C 2.143 0.454 -2.444
C -2.295 1.162 1.367
C 1.801 -2.352 1.717
C -1.943 -0.718 -3.026
C -1.536 3.880 -0.098
C -1.817 -2.184 -1.135
C -0.710 -1.166 -3.467
C -4.845 -1.538 -1.310
C 0.015 4.426 2.207
C 2.234 -3.541 2.255
C 0.144 3.268 3.203
H -2.158 3.041 2.416
H 5.525 0.304 -2.798
H 2.197 1.514 -2.198
H 1.344 0.338 -3.175
H -2.506 0.021 -3.582
H 2.582 -0.422 -0.645
H -3.344 1.355 1.134
H 2.490 -1.517 1.645
H 0.810 5.142 2.410
H -1.596 0.548 -0.407
H -0.385 3.540 4.119
H -3.364 -3.023 -0.022
H -0.295 -0.774 -4.387
H -5.722 -0.958 -1.578
H -1.695 4.631 -0.871
H 3.621 -1.031 -3.035
H 1.407 -1.204 -1.473
H -0.099 -3.455 -1.052
H -2.337 1.652 3.447
H -0.652 -5.274 2.265
H 0.901 -2.558 -3.122
H 4.612 0.663 -1.430
H -4.787 -2.402 -1.976
H -4.948 -1.848 -0.268
H -2.204 0.106 1.626
H 4.678 1.708 -2.725
H -2.382 -4.050 1.589
H -2.903 2.448 -0.928
H -2.201 4.132 0.724
H -0.143 1.282 3.391
H -1.289 2.403 -1.626
H 3.272 -3.628 2.556
H 1.699 -5.534 2.936
H -0.921 4.971 2.317
H 1.187 3.120 3.454
H 3.452 0.312 -4.164
*
```

Values from the calculation:
HOMO level = -13.7 eV
M = 591.7 g/mol
Kohn-Sham gap = 7.40 eV
Energy above the lowest of the compared OMol25 structures with the same formula, charge and spin = 30.2 kcal/mol
Calculated total energy = -94283.484 eV

- The highest M belongs to which entry?
  C22H36HgN4O2S2Se3Te